# 1
Below is a structure of composition C40H25BrEuF4O3PS4Si in a non-equilibrium geometry, with properties calculated with ωB97M-V/def2-TZVPD.

Structure (XYZ):
```
80
Properties=species:S:1:pos:R:3:mulliken_spin:R:1
Eu 1.793 -0.476 -0.999 5.004
F 2.985 -4.953 -5.423 0.000
C 2.258 -4.897 -4.299 -0.001
C 1.111 -5.718 -4.074 0.001
F 0.650 -6.424 -5.050 0.000
C 0.412 -5.473 -2.819 -0.002
F -0.818 -6.132 -2.488 0.000
C 0.811 -4.583 -1.860 0.008
P -1.575 -3.030 -1.459 0.004
C -2.086 -2.124 0.187 0.005
C -2.888 -1.010 0.135 -0.003
C -3.761 -0.764 1.160 0.001
C -3.544 -1.442 2.390 0.000
C -2.542 -2.425 2.473 0.000
C -1.740 -2.760 1.405 -0.002
C -2.636 -4.385 -1.073 0.000
C -2.162 -5.497 -0.336 0.000
C -2.959 -6.626 -0.225 0.000
C -4.262 -6.709 -0.745 0.000
C -4.761 -5.539 -1.369 0.000
C -4.021 -4.381 -1.363 0.000
C 2.277 -4.528 -1.935 0.002
Br 3.389 -3.848 -0.460 0.001
C 2.908 -4.504 -3.156 0.003
F 4.168 -4.009 -3.301 0.000
H -2.891 -0.438 -0.778 -0.001
H -4.426 0.075 1.162 0.000
H -4.095 -1.168 3.288 0.000
H -2.332 -2.872 3.448 0.000
H -0.893 -3.488 1.606 0.000
H -1.182 -5.465 0.119 0.001
H -2.555 -7.476 0.287 0.000
H -4.862 -7.557 -0.592 0.000
H -5.778 -5.504 -1.704 0.000
H -4.553 -3.437 -1.566 0.000
O 7.872 0.869 -3.274 0.033
C 6.790 0.977 -2.805 0.008
S 6.339 0.596 -1.106 0.023
C 4.620 0.807 -1.299 0.137
C 4.116 0.998 -2.598 0.167
S 2.650 0.728 -3.426 0.282
S 5.361 1.508 -3.712 0.032
S 3.979 0.726 0.311 0.290
O 0.339 1.038 0.005 -0.015
Si 0.189 2.387 0.834 0.023
C 1.029 3.893 -0.019 0.002
C 1.019 5.171 0.518 0.002
C 1.458 6.277 -0.171 0.000
C 2.175 6.128 -1.376 0.001
C 2.224 4.842 -1.922 0.005
C 1.559 3.758 -1.302 -0.014
C 1.135 2.619 2.491 -0.007
C 2.405 3.172 2.523 0.011
C 2.960 3.622 3.737 -0.006
C 2.323 3.432 4.955 0.000
C 1.147 2.636 4.905 0.000
C 0.596 2.230 3.728 0.001
C -1.522 3.132 1.245 0.000
C -1.617 4.182 2.135 0.000
C -2.730 5.014 2.171 0.000
C -3.802 4.738 1.285 0.000
C -3.713 3.700 0.370 0.000
C -2.587 2.890 0.385 0.001
H 0.649 5.373 1.523 0.000
H 1.379 7.252 0.274 0.000
H 2.646 6.996 -1.833 0.000
H 2.800 4.607 -2.807 0.000
H 1.602 2.779 -1.849 -0.001
H 2.976 3.276 1.600 0.008
H 3.885 4.239 3.663 0.000
H 2.666 3.840 5.922 0.000
H 0.622 2.412 5.841 0.000
H -0.355 1.694 3.710 0.000
H -0.805 4.282 2.851 0.000
H -2.819 5.886 2.819 0.000
H -4.698 5.317 1.284 0.000
H -4.491 3.639 -0.396 0.000
H -2.510 2.059 -0.288 -0.001
O 0.675 -2.669 -0.405 0.003
C 0.025 -3.488 -1.083 -0.008
```

Results
Spin multiplicity: 7
Energy above the lowest of the compared OMol25 structures with the same formula, charge and spin in kcal per mole: 65.1
Net charge: 0
<S²>: 12.03

***

# 2
Below is a cluster of 7 separate species, C40H25F7O17S in total, with properties calculated with ωB97M-V/def2-TZVPD.

Structure (XYZ):
```
90
Properties=species:S:1:pos:R:3:mulliken_charge:R:1
O 2.304 -2.890 2.593 -0.430
C 2.588 -3.012 1.459 0.580
O 3.099 -4.046 0.846 -0.446
O 2.467 -1.945 0.498 -0.080
S 1.420 -0.753 0.568 1.051
O 1.832 0.121 -0.471 -0.648
O 1.191 -0.319 1.895 -0.454
C -0.201 -1.443 -0.065 0.074
F -0.077 -1.730 -1.364 -0.262
F -0.980 -0.356 0.054 -0.125
C -0.890 -2.624 0.690 1.018
F -2.200 -2.447 0.550 -0.281
F -0.581 -2.558 1.987 -0.250
C -0.523 -4.066 0.152 0.577
F -0.391 -4.905 1.169 -0.241
F 0.639 -4.055 -0.520 -0.193
F -1.471 -4.512 -0.661 -0.250
H 3.375 -3.824 -0.081 0.504
O -3.366 -3.272 3.781 -0.553
C -3.158 -2.632 4.790 0.518
C -3.680 -3.095 6.103 -0.509
C -3.457 -2.402 7.216 -0.431
C -2.675 -1.137 7.192 0.258
O -2.475 -0.513 8.213 -0.559
C -2.154 -0.676 5.882 -0.574
C -2.380 -1.368 4.766 -0.021
H -4.243 -4.019 6.093 0.435
H -3.824 -2.716 8.185 0.409
H -1.586 0.246 5.889 0.632
H -2.014 -1.051 3.801 0.425
O 7.468 -0.405 -3.575 -0.559
C 6.604 -1.137 -3.145 0.366
C 5.672 -1.840 -4.065 -0.265
C 4.722 -2.644 -3.595 -0.533
C 4.564 -2.865 -2.143 0.774
O 3.683 -3.602 -1.727 -0.721
C 5.493 -2.173 -1.221 -0.312
C 6.445 -1.370 -1.685 -0.654
H 5.822 -1.665 -5.125 0.447
H 4.028 -3.170 -4.238 0.463
H 5.358 -2.356 -0.162 0.396
H 7.139 -0.850 -1.038 0.452
O 6.226 -1.101 -7.406 -0.579
C 5.944 0.066 -7.590 0.482
C 5.285 0.511 -8.843 -0.436
C 4.953 1.786 -9.029 -0.369
C 5.225 2.814 -7.990 0.331
O 4.916 3.973 -8.159 -0.534
C 5.889 2.365 -6.739 -0.399
C 6.230 1.092 -6.558 -0.235
H 5.091 -0.258 -9.580 0.414
H 4.469 2.139 -9.931 0.403
H 6.078 3.132 -5.998 0.438
H 6.720 0.740 -5.658 0.484
O -3.101 -0.215 2.076 -0.193
C -3.760 0.800 1.986 0.101
C -5.060 0.926 2.693 -0.386
C -5.797 2.027 2.586 -0.519
C -5.347 3.175 1.755 0.433
O -6.030 4.171 1.644 -0.601
C -4.044 3.049 1.057 -0.519
C -3.307 1.948 1.167 -0.241
H -5.364 0.072 3.286 0.503
H -6.750 2.145 3.086 0.442
H -3.746 3.891 0.447 0.392
H -2.362 1.828 0.653 0.552
O -8.948 -0.910 -2.694 -0.544
C -7.978 -0.222 -2.463 0.340
C -8.120 1.147 -1.900 -0.402
C -7.055 1.903 -1.649 -0.286
C -5.682 1.409 -1.921 0.473
O -4.712 2.097 -1.679 -0.541
C -5.537 0.042 -2.479 -0.374
C -6.601 -0.714 -2.730 -0.393
H -9.132 1.481 -1.711 0.417
H -7.129 2.902 -1.237 0.467
H -4.524 -0.294 -2.662 0.450
H -6.526 -1.715 -3.136 0.414
O -0.106 2.652 4.898 -0.524
C 0.937 3.110 4.480 0.219
C 1.469 2.725 3.149 -0.145
C 2.608 3.232 2.689 -0.333
C 3.398 4.203 3.488 0.287
O 4.438 4.667 3.072 -0.553
C 2.865 4.587 4.821 -0.419
C 1.724 4.082 5.281 -0.362
H 0.881 2.009 2.590 0.490
H 3.015 2.965 1.721 0.482
H 3.459 5.296 5.384 0.406
H 1.313 4.345 6.248 0.436
```

Results
Spin multiplicity: 1
SMILES: O=C(O)OS(=O)(=O)C(F)(F)C(F)(F)C(F)(F)F.O=C1C=CC(=O)C=C1.O=C1C=CC(=O)C=C1.O=C1C=CC(=O)C=C1.O=C1C=CC(=O)C=C1.O=C1C=CC(=O)C=C1.O=C1C=CC(=O)C=C1
E_tot in eV: -106543.3422
Net charge: 0